Record 1
Here is a 2-piece molecular cluster, CH4NOS overall at a distorted geometry from OMol25. Energies are from ωB97M-V/def2-TZVPD.

Positions of all 8 atoms, in Å:
S: -2.86109 0.23177 0.91392
O: 2.33460 -0.40745 -1.03818
N: 0.77563 0.01702 0.60233
C: 1.37269 0.22931 -0.67333
H: 0.98578 1.02191 -1.31665
H: -0.20433 0.42404 0.65806
H: 0.80316 -0.91213 0.91081
H: -3.20645 -0.60446 -0.05697

Atoms 1-3, force components in eV/Å:
S 0.329 0.337 0.315
O 0.279 -0.211 -0.386
N -1.196 3.085 -2.894

**Orbital gap**: 6.94 eV
**2S+1**: 1
**Energy relative to the best compared isomer or geometry (same formula, charge and spin)**: 7.28 kcal per mole
**Charge**: -1

Record 2
Here is C3H2FHgO2 as an isolated structure at a distorted geometry from OMol25. Energies are from ωB97M-V/def2-TZVPD.

Positions of all 9 atoms, in Å:
Hg: 0.48669 1.65328 -0.11701
F: 0.67863 -0.32054 0.87915
O: 1.77717 1.08661 -2.29315
O: -1.53024 0.84300 -0.04961
C: -0.61528 -0.92233 1.16998
C: -1.78638 -0.05167 0.79567
C: 2.24396 0.70470 -3.24900
H: -0.64015 -1.87022 0.61337
H: -0.61440 -1.12284 2.25060

Atoms 1-3, force components in eV/Å:
Hg 1.022 3.190 -0.394
F -0.567 -2.510 1.112
O 0.671 -0.431 -1.239

**Orbital gap (spin up / spin down)**: 8.38 / 5.90 eV
**2S+1**: 2
**Energy relative to the best compared isomer or geometry (same formula, charge and spin)**: 53.78 kcal per mole

Record 3
Here is a 5-piece molecular cluster, C19H37BrO9 overall at a distorted geometry from OMol25. Energies are from ωB97M-V/def2-TZVPD.

Positions of all 66 atoms, in Å:
Br: 1.50481 -0.35107 -2.56901
O: -2.33731 4.39440 -0.26982
O: 5.70320 1.31171 1.65442
O: 8.53089 -0.52754 -2.57984
O: 3.49409 2.22070 1.23297
O: -8.60631 -1.56030 3.37429
O: 8.87885 -2.79481 -2.37769
O: 2.61131 3.74586 -0.34982
O: -1.06655 -2.12319 -1.59440
O: -4.18965 -0.64274 1.16311
C: -5.42609 -1.25816 1.50750
C: 5.16163 -0.71521 -0.69076
C: -5.56101 -2.59179 0.79965
C: 4.40452 0.64327 -0.36947
C: 3.10403 2.63798 -0.09755
C: -0.41956 4.63914 1.17163
C: 2.89426 1.08920 -2.54290
C: -1.02935 -2.22106 -0.17426
C: 3.45374 1.41013 -1.09044
C: -0.50636 -3.58186 0.24138
C: 6.49382 -2.25237 -2.41270
C: -1.28757 5.27838 0.10622
C: 2.36303 2.47213 -3.21691
C: -8.04294 -3.01366 5.21412
C: -8.56644 -1.65460 4.79337
C: 5.58125 -0.91507 -2.22374
C: 8.04649 -1.86758 -2.47067
C: 3.53576 3.56882 -3.37192
C: 4.64936 1.41600 0.99847
H: 0.39411 5.30669 1.46457
H: -1.72797 6.21259 0.46956
H: -9.19153 -2.25820 3.05214
H: 4.41391 3.41668 -2.65585
H: -0.37805 -1.42966 0.20261
H: -1.14437 -4.37852 -0.15279
H: -0.69742 5.49976 -0.78552
H: 4.46499 -1.58757 -0.39020
H: 2.06127 2.17061 -4.28881
H: 6.34257 -2.98387 -1.55070
H: -1.01208 4.39587 2.05876
H: 6.03253 0.00095 -2.72656
H: -8.00202 -3.09653 6.30279
H: -5.52055 -2.45954 -0.28579
H: -4.18441 -0.51532 0.20517
H: 3.98195 3.58887 -4.42992
H: -6.24300 -0.58455 1.23167
H: 6.10307 -0.84561 -0.03611
H: -4.73530 -3.25529 1.07102
H: -7.04123 -3.18071 4.80957
H: -2.03768 -2.05325 0.21618
H: -0.46717 -3.66929 1.32976
H: -5.44521 -1.39697 2.59019
H: 3.72438 0.72554 -3.25262
H: -9.57427 -1.48561 5.18568
H: 4.60740 -1.14815 -2.80122
H: 0.49612 -3.74720 -0.16244
H: 1.46618 2.91307 -2.67235
H: -8.68160 -3.81183 4.82443
H: 6.20588 -2.76310 -3.39990
H: 0.00734 3.70179 0.80674
H: 3.08875 4.59586 -3.16551
H: -1.65102 -2.82019 -1.91976
H: -7.91440 -0.86190 5.16583
H: -6.50432 -3.07793 1.05951
H: 8.25178 -0.08412 -1.74639
H: -2.86050 4.20991 0.52102

Atoms 1-3, force components in eV/Å:
Br 0.761 0.905 0.330
O -0.142 -0.028 -0.182
O -4.571 0.876 -1.769

**Orbital gap**: 9.11 eV
**SMILES string**: CC[C@H](Br)C1=C(CCCC(=O)O)C(=O)OC1=O.CCO.CCO.CCO.CCO
**2S+1**: 1
**Energy relative to the best compared isomer or geometry (same formula, charge and spin)**: 70.68 kcal per mole